# 1
ORCA calculation (wB97M-V/def2-TZVPD) on a structure of composition C38H47N3O5SSeSiTi.

Structure (XYZ):
```
97
Properties=species:S:1:pos:R:3:forces:R:3
Ti 0.5804 0.5379 -1.6346 -0.184 -0.265 0.477
O 0.1230 2.4020 -1.3768 -0.053 0.298 -0.083
C 0.3458 3.4537 -2.1267 -0.029 -0.092 0.003
C -0.6606 4.4246 -2.2811 -0.082 0.002 0.070
C -0.4637 5.5391 -3.0665 0.029 0.008 -0.019
C 0.7548 5.7491 -3.7195 -0.028 -0.010 0.018
C 1.7585 4.8163 -3.5634 0.029 -0.010 -0.014
C 1.5755 3.6646 -2.7921 0.056 -0.039 -0.023
C 2.6823 2.7526 -2.5839 0.021 0.078 0.028
N 2.5317 1.6096 -2.0367 -0.048 0.011 -0.145
N 3.6735 0.9339 -1.6603 0.015 -0.027 -0.039
C 3.3075 -0.0342 -0.8606 -0.066 -0.001 -0.053
O 2.0954 -0.2646 -0.5064 0.200 -0.002 0.021
C 4.3767 -0.9081 -0.3025 -0.047 -0.010 -0.036
C 5.6436 -0.9575 -0.8774 0.066 -0.014 0.084
C 6.6168 -1.7879 -0.3401 -0.069 0.013 0.024
C 6.3303 -2.5719 0.7733 -0.005 0.024 -0.042
C 5.0612 -2.5339 1.3354 -0.009 0.000 0.007
C 4.0836 -1.7106 0.7933 0.003 -0.082 -0.014
H -1.6037 4.2418 -1.7803 0.007 0.012 -0.018
H -1.2686 6.2566 -3.1841 0.003 -0.015 0.004
H 0.9060 6.6241 -4.3394 0.001 -0.001 0.004
H 2.7159 4.9589 -4.0555 -0.003 -0.002 0.008
H 3.6916 3.0867 -2.8271 0.037 0.020 0.035
H 5.8416 -0.3493 -1.7494 -0.006 -0.003 0.007
H 7.5978 -1.8344 -0.7981 -0.001 0.000 0.003
H 7.0902 -3.2233 1.1904 -0.004 0.009 -0.009
H 4.8275 -3.1584 2.1910 -0.002 0.020 -0.023
H 3.0757 -1.6921 1.1866 -0.019 0.023 0.043
C -0.6672 -1.1891 -1.6044 -0.022 0.041 -0.130
H -0.8034 -1.6032 -2.6032 -0.008 -0.014 -0.014
H -1.6321 -1.0217 -1.1251 -0.019 -0.031 -0.012
H -0.0905 -1.8876 -0.9912 0.015 0.017 0.009
Se 3.1081 -2.6728 -4.7648 0.067 -0.061 -0.055
C 2.2039 -1.5329 -3.7069 -0.111 0.135 0.055
N 1.6167 -0.7827 -3.0458 0.039 -0.071 0.045
C -1.2893 -4.0622 0.9295 -0.039 -0.012 0.011
C -0.1897 -3.5116 1.8344 0.076 -0.016 -0.069
C -0.5053 -3.7936 3.3033 -0.006 0.075 0.000
C 1.1507 -4.1424 1.4672 0.016 -0.027 -0.021
O -0.0323 -2.1221 1.5881 -0.078 0.133 0.134
Si -0.8960 -0.7991 2.0706 -0.051 -0.212 -0.001
S -0.5746 0.8263 0.8728 0.146 0.159 -0.099
O -0.5726 -0.5307 3.6945 -0.055 0.039 -0.074
C 0.5590 0.0896 4.2952 -0.029 -0.065 -0.009
C 1.8375 -0.2517 3.5382 0.066 0.001 -0.069
C 0.3492 1.5999 4.3400 -0.031 0.032 -0.004
C 0.6258 -0.4691 5.7140 0.024 -0.023 0.034
O -2.4667 -1.3439 2.1560 0.118 -0.011 -0.004
C -3.6624 -0.7334 2.6139 0.018 -0.018 0.003
C -3.5004 0.7529 2.9266 0.066 0.015 0.012
C -4.6914 -0.9175 1.5039 -0.026 0.013 -0.039
C -4.0865 -1.4817 3.8760 -0.003 -0.010 0.043
H -1.3944 -5.1420 1.0725 -0.001 0.004 -0.003
H -1.0404 -3.8644 -0.1141 -0.019 0.010 0.018
H -2.2379 -3.5734 1.1561 0.038 -0.020 -0.009
H -0.5482 -4.8733 3.4716 -0.009 0.006 0.011
H -1.4613 -3.3505 3.5864 0.011 0.004 -0.011
H 0.2721 -3.3677 3.9427 -0.028 -0.015 -0.015
H 1.1073 -5.2308 1.5685 0.011 0.022 -0.017
H 1.9358 -3.7618 2.1254 -0.005 0.002 -0.007
H 1.4158 -3.8876 0.4387 -0.025 -0.006 0.049
H 1.7944 0.1326 2.5149 0.008 -0.035 0.050
H 1.9643 -1.3364 3.4943 0.014 0.022 -0.017
H 2.7058 0.1837 4.0407 -0.008 -0.003 -0.012
H 0.2385 1.9889 3.3272 0.002 -0.010 0.003
H 1.2002 2.0883 4.8241 -0.018 0.005 -0.006
H -0.5573 1.8316 4.9071 0.025 -0.002 -0.022
H 0.7756 -1.5513 5.6836 -0.007 0.036 0.003
H -0.3122 -0.2656 6.2361 0.020 -0.004 -0.007
H 1.4490 -0.0138 6.2723 -0.020 -0.016 -0.007
H -3.1556 1.2957 2.0458 -0.009 -0.010 0.020
H -2.7655 0.8985 3.7220 -0.033 -0.009 -0.043
H -4.4608 1.1622 3.2524 0.004 0.004 0.003
H -4.3500 -0.4023 0.6036 -0.018 -0.021 0.017
H -5.6653 -0.5158 1.7992 0.018 -0.007 -0.013
H -4.8008 -1.9789 1.2706 0.002 0.020 -0.002
H -3.3019 -1.3865 4.6306 -0.029 -0.003 -0.017
H -4.2274 -2.5423 3.6526 0.009 0.021 0.003
H -5.0207 -1.0776 4.2779 0.019 -0.016 -0.007
C -4.5366 2.2729 -3.5397 0.021 -0.012 -0.002
C -3.9328 1.7958 -2.3554 -0.023 0.011 -0.010
C -2.6246 1.3985 -2.3565 0.065 0.021 -0.040
C -1.8219 1.4499 -3.5328 -0.022 -0.024 -0.005
C -0.4381 1.0432 -3.5292 -0.072 -0.039 0.032
C 0.2280 1.1519 -4.7264 0.025 0.040 -0.033
C -0.3781 1.6404 -5.9077 -0.004 0.005 0.000
C -1.6854 2.0243 -5.9122 -0.027 -0.004 0.018
C -2.4436 1.9341 -4.7182 0.025 -0.004 0.015
C -3.8043 2.3361 -4.6907 0.010 -0.010 0.026
H -5.5750 2.5861 -3.5330 -0.003 0.001 0.001
H -4.5068 1.7455 -1.4364 0.005 0.003 -0.017
H -2.1869 1.0492 -1.4302 0.027 0.017 -0.007
H 1.2681 0.8563 -4.7853 0.029 -0.011 -0.016
H 0.2114 1.7078 -6.8166 0.003 -0.003 0.003
H -2.1605 2.4019 -6.8127 0.001 -0.003 0.008
H -4.2525 2.7016 -5.6100 0.001 0.001 0.002
```
Positions in Å, forces in eV/Å.

Charge: -2
E_HOMO (hartree): -0.092
ΔE to the lowest compared entry with this formula, charge and spin (eV): 0.0000

=====

# 2
ORCA calculation (wB97M-V/def2-TZVPD) on the ion C2H6NO2 with charge +1.

Structure (XYZ):
```
11
Properties=species:S:1:pos:R:3:forces:R:3
N 0.9289 0.6764 -0.4833 -6.688 2.983 -0.092
C -0.0596 -0.4186 -0.1258 0.300 -3.087 1.986
O 0.6558 -1.6699 0.1041 -1.069 3.845 0.139
C -1.4333 -0.0711 0.3874 -1.070 1.385 2.808
O -1.1819 -0.5038 -0.8991 0.695 -0.572 -2.357
H 0.9536 1.3590 0.3547 -0.281 -0.763 -1.959
H 0.3789 1.0530 -1.4254 2.276 -0.310 2.822
H 1.8287 0.4276 -0.6330 3.694 -1.700 -1.055
H 0.2232 -2.1970 -0.5473 -0.320 -1.501 -0.800
H -2.1704 -0.6448 1.1172 2.162 0.584 -1.691
H -1.6879 1.0212 0.4026 0.301 -0.865 0.199
```
Positions in Å, forces in eV/Å.

Charge: +1
E_HOMO (hartree): -0.593
ΔE to the lowest compared entry with this formula, charge and spin (eV): 3.2523
Structure (SMILES): [NH3+][C@@]1(O)CO1

=====

# 3
ORCA calculation (wB97M-V/def2-TZVPD) on a structure of composition C4H11N2.

Structure (XYZ):
```
17
Properties=species:S:1:pos:R:3:forces:R:3
C 0.2437 0.5372 1.6705 0.101 2.058 -0.883
C -0.0147 -0.8882 1.2721 -1.311 -0.193 -1.359
C -0.7746 -0.9553 -0.1004 0.508 -2.751 0.943
C -0.3121 -0.0640 -2.3638 1.333 -1.258 0.748
N -0.1548 -0.1749 -1.1030 -1.459 2.980 -1.687
N 0.8444 1.2956 0.4460 2.016 0.882 3.273
H -0.6551 1.1794 1.8168 0.002 -1.179 0.096
H 0.8266 0.7219 2.5846 0.191 -0.421 -0.482
H -0.7105 -1.3241 2.0011 0.541 -0.226 -0.094
H 0.8255 -1.5488 1.0466 0.469 0.433 1.034
H -1.8095 -0.6225 0.0669 0.256 -0.130 -0.560
H -0.6837 -2.0058 -0.4416 -0.936 0.181 0.450
H -0.3016 -0.9632 -2.9693 -1.150 -0.055 -0.444
H -0.2057 0.9200 -2.8164 0.460 -0.174 -0.136
H 0.8516 2.2771 0.7225 -0.307 0.082 -0.468
H 0.3074 0.7987 -0.5162 -0.532 -0.049 -0.268
H 1.8471 1.0861 0.4002 -0.182 -0.179 -0.164
```
Positions in Å, forces in eV/Å.

Charge: +1
E_HOMO (hartree): -0.521
ΔE to the lowest compared entry with this formula, charge and spin (eV): 2.6302

=====

# 4
ORCA calculation (wB97M-V/def2-TZVPD) on a cluster of 2 separate species, C3H2N2S2 in total.

Structure (XYZ):
```
9
Properties=species:S:1:pos:R:3:forces:R:3
C 0.9783 1.4067 -0.2572 -1.806 -2.874 0.161
C 0.7131 -1.0195 0.7342 0.178 -0.516 0.129
C -0.2087 -0.3388 -0.1080 0.975 3.324 -0.347
N 1.5824 2.3342 -0.5566 0.471 0.804 -0.130
N 1.3950 -1.5985 1.4495 0.187 -0.132 0.157
S -1.6797 0.2275 0.6634 0.373 -0.065 1.341
S -0.3424 -0.9629 -1.7180 3.784 -2.546 0.619
H -1.0596 0.3880 1.9081 -0.716 -0.045 -1.139
H -1.3784 -0.4367 -2.1153 -3.446 2.051 -0.792
```
Positions in Å, forces in eV/Å.

Charge: 0
E_HOMO (hartree): -0.389
ΔE to the lowest compared entry with this formula, charge and spin (eV): 3.1569

=====

# 5
ORCA calculation (wB97M-V/def2-TZVPD) on a cluster of 2 separate species, C3H9N2 in total.

Structure (XYZ):
```
14
Properties=species:S:1:pos:R:3:forces:R:3
C 0.2222 -1.2882 0.9193 -0.104 1.241 -0.844
C 0.0299 -2.1276 -0.1072 -0.005 -0.686 0.421
C 0.4550 0.9813 1.7229 0.093 0.694 0.372
N 0.2074 0.0895 0.7384 -0.118 -0.983 -0.331
H 0.4123 -1.5719 1.9457 -0.059 -0.321 -0.035
H -0.1188 -1.7930 -1.1233 -0.025 0.188 0.016
H -0.0004 -3.1953 0.0578 0.074 0.031 0.028
H 0.4494 2.0249 1.4509 0.019 -0.025 0.165
H 0.6660 0.6458 2.7265 0.003 0.012 -0.077
H -0.0286 0.4600 -0.2007 0.230 -0.313 0.570
N -0.4768 1.3001 -1.7817 -0.065 0.284 -0.555
H 0.2736 1.6134 -2.3901 0.127 0.064 0.168
H -1.0598 0.7382 -2.3874 -0.193 -0.252 0.022
H -1.0315 2.1230 -1.5712 0.023 0.065 0.081
```
Positions in Å, forces in eV/Å.

Charge: 0
E_HOMO (spin up / spin down) (hartree): -0.201 / -0.308
ΔE to the lowest compared entry with this formula, charge and spin (eV): 0.1796
Spin multiplicity: 2

=====

# 6
ORCA calculation (wB97M-V/def2-TZVPD) on a cluster of 3 separate species, C6H15NO2 in total.

Structure (XYZ):
```
24
Properties=species:S:1:pos:R:3:forces:R:3
C -0.2616 2.0295 0.6000 0.819 -1.998 1.256
N 0.2498 0.6484 0.8768 -0.940 -0.959 -1.712
C 0.8405 -0.1319 -0.0753 0.583 1.389 0.485
C 1.5121 -1.2532 0.4083 0.178 -2.014 -0.206
C 2.2793 -2.2646 -0.3148 -0.103 1.282 -0.008
C 1.9857 -2.7207 -1.5346 -0.342 -0.138 -0.908
C 1.0942 0.4160 -1.4519 0.089 -0.161 0.479
H -0.2709 2.1462 -0.4669 -0.294 0.736 -0.165
H 0.4100 2.6747 1.1630 -0.077 0.456 -0.448
H -1.2187 2.0144 1.1051 -0.042 0.365 -0.497
H -0.4075 0.0609 1.4050 0.516 0.334 0.621
H 1.4961 -1.4894 1.4677 -0.133 0.597 0.141
H 3.1773 -2.5885 0.1930 -0.156 -0.440 0.219
H 2.5223 -3.4944 -2.0690 0.345 -0.019 0.408
H 1.1419 -2.3648 -2.1158 -0.182 0.028 0.323
H 0.1944 0.7896 -1.9362 -0.045 0.129 0.126
H 1.8240 1.2198 -1.3208 -0.085 0.122 -0.319
H 1.5201 -0.3406 -2.0961 0.178 0.042 0.047
H -2.7817 -1.5956 1.2311 0.038 -0.290 0.299
H -2.9082 -0.5074 0.2126 0.333 -0.076 0.095
O -2.2398 -0.9764 0.7378 -0.266 0.426 -0.322
H -3.9460 2.4207 0.7965 -0.113 0.134 0.059
H -2.6303 2.6006 1.5419 -0.471 0.274 0.157
O -3.5829 2.7068 1.6424 0.168 -0.217 -0.128
```
Positions in Å, forces in eV/Å.

Charge: +1
E_HOMO (spin up / spin down) (hartree): -0.488 / -0.533
ΔE to the lowest compared entry with this formula, charge and spin (eV): 0.4825
Spin multiplicity: 2